No. 1
{
  "formula": "C7H7AsI2O6S5SbSc",
  "method": "wB97M-V/def2-TZVPD",
  "energy_ha": -6545.8240,
  "charge": -2,
  "homo_energy_ha": -0.073,
  "lumo_energy_ha": 0.1420,
  "homo_lumo_gap_ha": 0.2145,
  "mol_weight_g_mol": 842.91,
  "spin_multiplicity": 1,
  "de_lowest_kj_mol": 0.0,
  "species": ["Sc", "I", "C", "I", "H", "H", "S", "Sb", "S", "S", "S", "O", "As", "O", "O", "C", "C", "C", "C", "C", "C", "S", "O", "O", "O", "H", "H", "H", "H", "H"],
  "xyz": [[-2.08210, -0.04430, 0.20210], [-2.26179, -3.01328, -0.35187], [-0.71636, -4.16246, 0.57431], [-0.46753, -3.95222, 2.68690], [0.23625, -3.88566, 0.13624], [-0.95593, -5.21155, 0.44271], [-6.28135, -2.35352, 1.08089], [-5.34027, -0.33716, 0.60131], [-3.52314, 0.12411, 2.13962], [-3.95224, -0.56995, -1.36957], [-6.60986, 1.53649, 0.33578], [2.17058, -0.93317, 2.01684], [1.20064, -0.86951, 0.53380], [1.47482, -2.18216, -0.38687], [-0.34559, -0.57318, 1.15227], [1.90203, 0.81303, -0.15038], [3.18682, 1.14187, 0.27333], [3.80773, 2.30676, -0.15746], [3.14681, 3.16285, -1.02194], [1.86516, 2.84947, -1.45036], [1.24552, 1.68677, -1.01799], [-0.42255, 1.40587, -1.59845], [-0.56737, 2.14892, -2.81299], [-1.29670, 1.86005, -0.47930], [-0.56153, -0.05188, -1.66072], [1.68126, -1.48993, 2.63777], [3.70280, 0.48092, 0.95603], [4.80822, 2.54070, 0.18570], [3.62283, 4.07275, -1.36624], [1.33285, 3.49938, -2.13143]],
  "forces_ev_per_a": [[0.054, -0.181, 0.094], [0.085, -0.179, 0.237], [-0.013, -0.292, 0.028], [-0.068, 0.131, -0.057], [-0.021, 0.104, -0.040], [0.034, 0.013, -0.099], [0.025, 0.069, 0.025], [-0.161, 0.123, -0.071], [-0.047, 0.006, -0.175], [0.010, 0.111, 0.105], [-0.005, -0.117, 0.077], [0.087, -0.032, 0.047], [-0.652, 0.314, 0.089], [0.106, 0.005, 0.023], [0.330, -0.068, -0.295], [0.167, -0.069, 0.020], [0.070, 0.052, -0.026], [-0.024, -0.036, 0.013], [-0.055, -0.019, -0.017], [0.076, 0.084, -0.008], [-0.065, 0.009, -0.017], [0.138, -0.030, 0.355], [0.030, 0.005, -0.030], [0.025, 0.079, -0.112], [-0.079, -0.042, -0.152], [-0.011, -0.001, -0.015], [-0.011, -0.011, -0.002], [-0.001, -0.006, 0.002], [-0.002, -0.001, 0.002], [-0.021, -0.021, -0.001]]
}

No. 2
{
  "formula": "C16H17N",
  "method": "wB97M-V/def2-TZVPD",
  "energy_ha": -674.5634,
  "charge": 0,
  "homo_energy_ha": -0.282,
  "lumo_energy_ha": 0.0311,
  "homo_lumo_gap_ha": 0.3127,
  "mol_weight_g_mol": 223.32,
  "spin_multiplicity": 1,
  "de_lowest_kj_mol": 244.6,
  "species": ["C", "C", "C", "C", "C", "C", "C", "H", "H", "H", "H", "H", "H", "H", "H", "C", "C", "C", "C", "C", "C", "C", "C", "C", "N", "H", "H", "H", "H", "H", "H", "H", "H", "H"],
  "xyz": [[1.64704, -0.45099, -5.02429], [0.20684, -0.78460, -1.62518], [0.00766, -2.16156, -1.62258], [0.68942, -0.23918, -2.78120], [1.00977, -0.99743, -3.86998], [0.18657, -2.93110, -2.72751], [0.69853, -2.35123, -3.83222], [-0.00447, -0.12180, -0.68905], [-0.26153, -2.74541, -0.72292], [0.96672, 0.89807, -2.76046], [0.05090, -4.01994, -2.58652], [2.28463, 0.33637, -4.73256], [0.91615, -0.14598, -5.75733], [1.15899, -2.87824, -4.74815], [2.35281, -1.11399, -5.48858], [1.26906, 3.35074, 2.07150], [-1.53887, 0.73472, 2.33645], [-0.10191, 1.06042, 2.25001], [0.09474, 2.44950, 2.09092], [-1.14092, 3.04330, 2.30164], [-0.93842, -1.57841, 2.43826], [-1.91686, -0.57844, 2.45215], [0.34434, -1.27510, 1.91074], [0.81537, -0.01654, 2.10703], [-2.09173, 2.03799, 2.41014], [-1.15341, -2.61483, 2.69508], [-2.94114, -0.81766, 2.82129], [0.99627, -2.08392, 1.48585], [1.82798, 0.31389, 1.94679], [-3.12715, 2.20757, 2.10750], [-1.35272, 4.11722, 2.48746], [2.28629, 2.89374, 1.95381], [1.52696, 3.80996, 2.98919], [1.12068, 4.05448, 1.27322]],
  "forces_ev_per_a": [[0.821, 0.466, -1.559], [-0.814, 0.358, 2.210], [-0.922, -0.046, 2.352], [0.911, 3.727, 0.588], [-1.130, -1.590, 1.177], [0.066, -1.991, 0.511], [2.180, -0.175, -3.314], [0.486, -1.448, -1.815], [-0.082, 0.907, -0.269], [-0.627, -2.158, -0.245], [0.067, 0.711, -0.547], [0.397, 1.538, 0.151], [-0.049, 0.367, -0.412], [-1.354, 0.162, 1.570], [0.019, -0.810, -0.383], [2.229, -1.329, -0.780], [3.759, 3.954, -0.193], [-0.939, -2.326, -0.654], [-1.445, 1.489, 1.941], [0.455, -1.093, -0.498], [-0.422, 0.366, -1.764], [-1.370, -1.391, 1.882], [0.643, -1.698, 1.213], [-0.382, 2.121, -1.159], [-4.062, -0.619, -0.749], [-0.342, 0.266, -0.370], [0.807, 0.093, -0.523], [-0.527, 0.757, 0.984], [0.422, -0.454, -0.269], [2.744, -0.365, 1.112], [-0.125, -1.086, -0.482], [-0.979, -0.318, -0.770], [-0.711, 1.010, 1.208], [0.275, 0.606, -0.144]]
}

Please write out number 2 again, unchanged.
{
  "formula": "C16H17N",
  "method": "wB97M-V/def2-TZVPD",
  "energy_ha": -674.5634,
  "charge": 0,
  "homo_energy_ha": -0.282,
  "lumo_energy_ha": 0.0311,
  "homo_lumo_gap_ha": 0.3127,
  "mol_weight_g_mol": 223.32,
  "spin_multiplicity": 1,
  "de_lowest_kj_mol": 244.6,
  "species": ["C", "C", "C", "C", "C", "C", "C", "H", "H", "H", "H", "H", "H", "H", "H", "C", "C", "C", "C", "C", "C", "C", "C", "C", "N", "H", "H", "H", "H", "H", "H", "H", "H", "H"],
  "xyz": [[1.64704, -0.45099, -5.02429], [0.20684, -0.78460, -1.62518], [0.00766, -2.16156, -1.62258], [0.68942, -0.23918, -2.78120], [1.00977, -0.99743, -3.86998], [0.18657, -2.93110, -2.72751], [0.69853, -2.35123, -3.83222], [-0.00447, -0.12180, -0.68905], [-0.26153, -2.74541, -0.72292], [0.96672, 0.89807, -2.76046], [0.05090, -4.01994, -2.58652], [2.28463, 0.33637, -4.73256], [0.91615, -0.14598, -5.75733], [1.15899, -2.87824, -4.74815], [2.35281, -1.11399, -5.48858], [1.26906, 3.35074, 2.07150], [-1.53887, 0.73472, 2.33645], [-0.10191, 1.06042, 2.25001], [0.09474, 2.44950, 2.09092], [-1.14092, 3.04330, 2.30164], [-0.93842, -1.57841, 2.43826], [-1.91686, -0.57844, 2.45215], [0.34434, -1.27510, 1.91074], [0.81537, -0.01654, 2.10703], [-2.09173, 2.03799, 2.41014], [-1.15341, -2.61483, 2.69508], [-2.94114, -0.81766, 2.82129], [0.99627, -2.08392, 1.48585], [1.82798, 0.31389, 1.94679], [-3.12715, 2.20757, 2.10750], [-1.35272, 4.11722, 2.48746], [2.28629, 2.89374, 1.95381], [1.52696, 3.80996, 2.98919], [1.12068, 4.05448, 1.27322]],
  "forces_ev_per_a": [[0.821, 0.466, -1.559], [-0.814, 0.358, 2.210], [-0.922, -0.046, 2.352], [0.911, 3.727, 0.588], [-1.130, -1.590, 1.177], [0.066, -1.991, 0.511], [2.180, -0.175, -3.314], [0.486, -1.448, -1.815], [-0.082, 0.907, -0.269], [-0.627, -2.158, -0.245], [0.067, 0.711, -0.547], [0.397, 1.538, 0.151], [-0.049, 0.367, -0.412], [-1.354, 0.162, 1.570], [0.019, -0.810, -0.383], [2.229, -1.329, -0.780], [3.759, 3.954, -0.193], [-0.939, -2.326, -0.654], [-1.445, 1.489, 1.941], [0.455, -1.093, -0.498], [-0.422, 0.366, -1.764], [-1.370, -1.391, 1.882], [0.643, -1.698, 1.213], [-0.382, 2.121, -1.159], [-4.062, -0.619, -0.749], [-0.342, 0.266, -0.370], [0.807, 0.093, -0.523], [-0.527, 0.757, 0.984], [0.422, -0.454, -0.269], [2.744, -0.365, 1.112], [-0.125, -1.086, -0.482], [-0.979, -0.318, -0.770], [-0.711, 1.010, 1.208], [0.275, 0.606, -0.144]]
}

Which of these has the highest charge? C16H17N

Which of these has the lowest charge? C7H7AsI2O6S5SbSc

Look up the charge of the second one. 0